Below is a 5-piece molecular cluster, C19H35F5NO15PS overall at a distorted geometry, with properties calculated with wB97M-V/def2-TZVPD.

ORCA input file:
```
! wB97M-V def2-TZVPD RIJCOSX def2/J DEFGRID3
* xyz 0 1
N 8.89230 2.21552 -3.47910
P 8.01881 1.71369 -2.32701
O 7.63733 2.88164 -1.33902
O 8.65943 0.60244 -1.39439
O 6.51224 1.14610 -2.77119
C 6.47946 0.12579 -3.62710
O 7.36597 -0.37152 -4.24710
O 5.19180 -0.44318 -3.68629
S 4.00568 0.56942 -4.09166
O 4.45744 1.82657 -4.57658
O 3.14815 -0.11274 -4.98965
C 2.99825 0.76275 -2.53630
F 3.73105 0.55122 -1.44897
F 2.08540 -0.20985 -2.58099
C 2.21531 2.09197 -2.47990
F 1.42752 2.03428 -1.40358
F 1.44808 2.22079 -3.55197
F 3.00113 3.14791 -2.35811
H 9.77089 1.72099 -3.50787
H 7.40870 3.62978 -1.90721
H 8.51504 -0.28972 -1.72570
C -1.61168 2.58713 -2.95926
C -1.81203 1.09986 -2.75689
O -2.66598 0.82697 -1.64341
C -4.00829 0.79466 -1.72823
C -4.68348 1.34264 -2.96376
O -4.64228 0.39627 -0.79319
H -2.54867 3.09268 -3.19354
H -0.91089 2.77037 -3.77109
H -1.22152 3.04136 -2.04821
H -2.17759 0.60478 -3.65750
H -0.85955 0.63239 -2.51136
H -4.92376 2.39262 -2.80406
H -5.60561 0.78778 -3.11778
H -4.09699 1.23704 -3.87339
C 0.47248 -0.58299 3.75924
C 0.67181 0.91769 3.79036
O 2.05956 1.26609 3.89438
C 2.87348 1.37907 2.83628
C 2.41763 0.84893 1.49639
O 3.97382 1.83377 2.98605
H 0.94107 -1.02845 2.87894
H -0.59028 -0.82644 3.74447
H 0.92557 -1.05220 4.64314
H 0.21095 1.42224 2.93852
H 0.20478 1.32941 4.68368
H 2.75344 -0.18138 1.38832
H 2.87463 1.45593 0.72172
H 1.34183 0.89844 1.34378
C -9.90466 -2.28122 -4.02506
C -8.69009 -1.64901 -4.67237
O -8.97878 -0.34480 -5.17989
C -8.91531 0.77340 -4.43118
C -8.81733 0.64850 -2.92837
O -9.00702 1.83936 -4.96846
H -10.24103 -1.71075 -3.15935
H -9.67914 -3.29757 -3.70142
H -10.73322 -2.31323 -4.73228
H -7.83005 -1.62293 -4.00134
H -8.39085 -2.23613 -5.53896
H -9.81916 0.66443 -2.50219
H -8.25857 1.50110 -2.55091
H -8.29403 -0.24397 -2.59220
C 3.77583 -4.36758 8.28831
C 3.72346 -2.95327 7.74919
O 2.71679 -2.80729 6.74376
C 1.43133 -2.53970 7.01526
C 0.92785 -2.67342 8.43231
O 0.69285 -2.26578 6.10780
H 2.84384 -4.64508 8.78104
H 4.58937 -4.47165 9.00631
H 3.93311 -5.07481 7.47424
H 3.59243 -2.21239 8.53865
H 4.66237 -2.71552 7.25310
H 0.53664 -3.67970 8.57439
H 0.12284 -1.95708 8.57466
H 1.67815 -2.46444 9.19106
*
```

Maximum force ... 2.586 eV Å⁻¹
HOMO energy ... -9.939 eV
SMILES ... N=P(O)(O)OC(=O)OS(=O)(=O)C(F)(F)C(F)(F)F.CCOC(C)=O.CCOC(C)=O.CCOC(C)=O.CCOC(C)=O
DFT total energy ... -86185.4052 eV
LUMO level ... 0.10 eV

Here are the Löwdin charges for atoms 1 to 5, given in e: -0.116 0.427 -0.078 -0.072 -0.046